[1]
Here is the ion C5H8NO2 with charge -1 in a non-equilibrium geometry from OMol25. Energies are from ωB97M-V/def2-TZVPD.

**Orbital gap (spin up / spin down)**: 5.90 / 6.13 eV
**Charge**: -1
**E_LUMO (spin up / spin down)**: 4.06 / 4.07 eV

Cartesian coordinates (Å):
O: -0.82089 -0.11872 -2.26594
O: -1.10217 -1.95210 1.17304
N: -1.08119 -0.65869 0.98465
C: -0.18854 -0.29289 -0.18706
C: -0.98348 0.75974 -1.10898
C: -0.28694 -1.17953 -1.49999
C: 1.11898 1.21393 1.46201
C: 0.96666 -0.07531 0.68561
H: 1.43307 -1.04037 1.18323
H: -0.66473 1.80513 -1.32028
H: 0.79524 -1.45609 -1.99835
H: -0.75384 -2.17673 -1.46519
H: 0.17554 1.65805 1.59657
H: 1.89497 1.93130 1.00994
H: 1.50264 0.97125 2.55779
H: -2.00532 0.61104 -0.80705

Atomic forces in eV per Å
O -0.659 0.449 -0.234
O -0.316 1.522 -0.179
N 1.111 -1.929 -0.592
C -1.893 -0.195 -0.674
C 1.325 -1.383 0.070
C 4.250 -0.565 -0.056
C 2.867 -1.065 1.205
C 1.016 -1.451 1.054
H -1.157 2.078 -1.296
H -0.162 -0.726 0.267
H -2.067 0.679 1.348
H -0.785 0.778 0.177
H -1.166 1.026 0.024
H -1.110 -0.623 0.577
H -0.645 0.533 -2.072
H -0.609 0.872 0.380

From a Mulliken analysis of the wavefunction, the atomic charges in e read: atom 1 (O): -0.41, atom 2 (O): -0.57, atom 3 (N): -0.40, atom 4 (C): 1.14, atom 5 (C): -0.75, atom 6 (C): -0.48, atom 7 (C): -0.92, atom 8 (C): -0.67, atom 9 (H): 0.16, atom 10 (H): 0.27, atom 11 (H): 0.19, atom 12 (H): 0.29, atom 13 (H): 0.40, atom 14 (H): 0.18, atom 15 (H): 0.24, atom 16 (H): 0.34

=====

[2]
Here is a cluster of 2 separate species, C5H8NO3 in total in a non-equilibrium geometry from OMol25. Energies are from ωB97M-V/def2-TZVPD.

**Orbital gap (spin up / spin down)**: 6.98 / 8.43 eV
**Charge**: -1
**E_LUMO (spin up / spin down)**: 3.76 / 3.85 eV

Cartesian coordinates (Å):
O: -1.93138 2.52642 -0.49562
O: -3.32278 0.95648 0.30898
O: -1.83189 -1.85378 -0.46425
N: -2.94889 -2.25350 0.30275
C: 1.15081 -0.73788 -0.35026
C: -2.30994 1.37843 -0.17184
C: -1.03794 0.36280 -0.31802
C: 0.21390 0.43338 -0.15548
C: 0.89182 1.74261 0.29373
H: 0.86202 1.68211 1.40306
H: -2.54387 -2.01620 1.25612
H: 1.57718 -0.82502 0.60305
H: 0.45732 -1.50881 -0.61167
H: -3.88505 -1.78206 0.10655
H: 1.79810 -0.59311 -1.19344
H: 0.31513 2.64906 0.09233
H: 1.85320 1.99159 -0.24590

Atomic forces in eV per Å
O -0.296 -0.389 -0.141
O -2.005 -1.033 0.651
O -1.322 0.473 -0.152
N 1.934 1.252 0.987
C -2.203 0.875 -0.636
C 3.229 0.569 -0.481
C -4.947 -0.087 -0.155
C 3.431 1.174 -0.475
C -0.333 0.656 -0.198
H 1.088 0.147 -0.517
H -1.840 -0.433 -1.149
H 1.365 -0.867 1.051
H 0.066 -1.165 0.199
H 2.062 -0.050 0.152
H 0.784 0.286 -0.081
H -0.531 -0.487 -0.167
H -0.483 -0.920 1.113

From a Mulliken analysis of the wavefunction, the atomic charges in e read: atom 1 (O): -0.69, atom 2 (O): -0.61, atom 3 (O): -0.40, atom 4 (N): -0.44, atom 5 (C): -1.22, atom 6 (C): 0.55, atom 7 (C): -0.09, atom 8 (C): 0.73, atom 9 (C): -1.20, atom 10 (H): 0.25, atom 11 (H): 0.25, atom 12 (H): 0.33, atom 13 (H): 0.30, atom 14 (H): 0.27, atom 15 (H): 0.33, atom 16 (H): 0.34, atom 17 (H): 0.30

=====

[3]
Here is the ion C5H8NO5S with charge -1 in a non-equilibrium geometry from OMol25. Energies are from ωB97M-V/def2-TZVPD.

**Orbital gap**: 8.61 eV
**Charge**: -1
**E_LUMO**: 3.46 eV

Cartesian coordinates (Å):
S: 2.43883 -0.38688 0.27840
O: 2.10793 -0.15455 1.88123
O: 3.58978 -1.24919 0.46967
O: 1.12213 -1.26664 -0.19108
O: -0.22417 -0.72820 -2.16193
O: 1.31932 2.58761 -0.72886
N: 0.05404 0.72731 -0.38065
C: -2.63444 -1.28039 -0.52131
C: -0.47431 1.16573 0.86402
C: 0.85440 1.50048 -1.05337
C: -0.19184 -0.59004 -0.93880
C: -1.35117 -1.31433 -0.20170
H: 1.47932 0.54754 1.98478
H: -0.37333 0.35253 1.66510
H: -3.16595 -0.72753 -1.29568
H: 0.03352 2.21796 0.95882
H: -1.05328 -1.94174 0.69702
H: -1.49165 1.30920 0.67736
H: 1.13689 1.13956 -2.02822
H: -3.17603 -1.90842 0.02518

Atomic forces in eV per Å
S -1.179 -1.322 -0.289
O 0.279 -0.418 0.208
O -0.081 -0.518 -0.669
O 2.681 -0.590 1.087
O 0.551 0.121 -0.760
O -0.287 0.793 0.846
N -1.081 0.300 0.025
C 1.863 1.928 -1.851
C 1.593 0.771 0.705
C 1.515 1.752 -1.808
C -1.495 -0.785 0.516
C 1.375 -0.222 1.170
H -0.612 0.752 0.025
H 0.097 1.469 -0.796
H 0.670 0.013 -0.043
H -0.810 -1.992 0.769
H -0.331 0.696 -1.264
H -1.898 0.379 0.356
H -0.107 -0.768 -0.436
H -2.742 -2.360 2.210

From a Mulliken analysis of the wavefunction, the atomic charges in e read: atom 1 (S): 0.61, atom 2 (O): -0.51, atom 3 (O): -0.63, atom 4 (O): -0.50, atom 5 (O): -0.76, atom 6 (O): -0.66, atom 7 (N): -0.13, atom 8 (C): -1.04, atom 9 (C): -1.48, atom 10 (C): 0.20, atom 11 (C): 1.31, atom 12 (C): -0.39, atom 13 (H): 0.37, atom 14 (H): 0.52, atom 15 (H): 0.29, atom 16 (H): 0.30, atom 17 (H): 0.28, atom 18 (H): 0.38, atom 19 (H): 0.45, atom 20 (H): 0.39

=====

[4]
Here is a cluster of 2 separate species, C5H8NO6 in total in a non-equilibrium geometry from OMol25. Energies are from ωB97M-V/def2-TZVPD.

**Orbital gap (spin up / spin down)**: 6.97 / 8.77 eV
**2S+1**: 4
**Charge**: 0
**E_LUMO (spin up / spin down)**: 0.14 / -0.95 eV

Cartesian coordinates (Å):
O: -1.26777 0.21136 0.05818
O: -0.81150 3.32893 5.74871
O: -0.14386 -0.22433 0.31317
O: -0.19224 1.69579 4.26256
O: -2.21752 1.67545 5.32741
O: -0.10858 4.19301 0.91214
N: -1.18339 2.31189 5.20032
C: -3.33423 0.99551 2.51622
C: -0.99147 0.86233 3.44355
C: -1.56223 2.56391 1.72766
C: -0.30041 3.12063 1.69015
C: -1.96892 1.54030 2.56342
H: -2.32826 3.00532 1.07215
H: 0.81387 4.50103 0.97309
H: 0.56828 2.74169 2.22692
H: -1.49544 0.10228 4.04394
H: -3.33130 -0.06773 2.24241
H: -0.23354 0.36787 2.81467
H: -3.82156 1.08599 3.49732
H: -3.93633 1.53387 1.77729

Atomic forces in eV per Å
O 2.399 -1.064 0.329
O -0.559 -1.920 -1.175
O -2.355 0.885 -0.560
O -1.750 1.343 1.602
O 1.549 1.688 0.310
O 0.855 0.979 -0.615
N 0.248 -0.002 0.719
C -0.688 -0.104 -0.027
C 0.515 -1.551 -1.076
C -0.346 0.259 0.161
C -0.069 -0.670 0.307
C 0.489 0.620 -0.301
H 0.449 -0.044 0.273
H -0.639 -0.232 -0.038
H -0.340 0.075 -0.004
H 0.289 -0.031 -0.115
H -0.082 0.051 0.042
H 0.006 -0.020 0.240
H 0.010 -0.111 -0.198
H 0.019 -0.150 0.127

From a Mulliken analysis of the wavefunction, the atomic charges in e read: atom 1 (O): 0.03, atom 2 (O): -0.56, atom 3 (O): -0.06, atom 4 (O): -0.31, atom 5 (O): -0.48, atom 6 (O): -0.49, atom 7 (N): 1.02, atom 8 (C): -1.62, atom 9 (C): -0.84, atom 10 (C): -0.22, atom 11 (C): -0.41, atom 12 (C): 1.12, atom 13 (H): 0.24, atom 14 (H): 0.36, atom 15 (H): 0.35, atom 16 (H): 0.48, atom 17 (H): 0.30, atom 18 (H): 0.36, atom 19 (H): 0.34, atom 20 (H): 0.39

=====

[5]
Here is an isolated molecule of C5H8NP in a non-equilibrium geometry from OMol25. Energies are from ωB97M-V/def2-TZVPD.

**Orbital gap**: 8.88 eV
**Charge**: 0
**E_LUMO**: 0.70 eV

Cartesian coordinates (Å):
P: -0.60203 2.17470 1.40200
N: -0.60764 0.37640 0.99410
C: -1.11589 1.12523 -0.11437
C: 0.16675 -2.01098 0.35383
C: 0.80177 0.14786 -0.82451
C: -0.19410 0.98193 -1.20927
C: 0.47605 -0.42914 0.53343
H: -0.14706 1.55593 -2.14248
H: 1.47350 -0.37110 -1.50247
H: 1.23430 -0.30431 1.40446
H: -0.16821 -2.36360 1.22451
H: -2.17628 1.11275 -0.36688
H: -0.69955 -1.87552 -0.47572
H: 1.02990 -2.61916 -0.11048
H: 0.52850 2.49900 0.83385

Atomic forces in eV per Å
P -2.522 -2.531 0.513
N -2.249 0.794 0.404
C -1.188 1.097 0.986
C 0.079 3.529 -5.753
C -0.922 -0.389 -0.505
C 2.748 -0.209 -0.697
C 2.912 -1.063 1.446
H -0.553 -0.483 0.330
H 0.398 0.596 0.157
H -0.450 -0.404 -1.890
H -1.399 -1.737 3.240
H 0.020 -0.018 0.326
H 1.710 -1.169 1.953
H -1.290 1.208 0.874
H 2.708 0.780 -1.384

From a Mulliken analysis of the wavefunction, the atomic charges in e read: atom 1 (P): 0.00, atom 2 (N): -0.28, atom 3 (C): -0.21, atom 4 (C): -1.15, atom 5 (C): -0.42, atom 6 (C): -0.46, atom 7 (C): 0.20, atom 8 (H): 0.37, atom 9 (H): 0.37, atom 10 (H): 0.27, atom 11 (H): 0.42, atom 12 (H): 0.36, atom 13 (H): 0.22, atom 14 (H): 0.29, atom 15 (H): 0.02

=====

[6]
Here is a structure of composition C5H8NaO3 in a non-equilibrium geometry from OMol25. Energies are from ωB97M-V/def2-TZVPD.

**Orbital gap (spin up / spin down)**: 4.03 / 8.11 eV
**2S+1**: 2
**Charge**: 0
**E_LUMO (spin up / spin down)**: -0.71 / -0.77 eV

Cartesian coordinates (Å):
Na: 4.49570 -0.11437 -0.97767
O: 2.16287 -0.71610 0.17530
O: 3.04073 1.35076 0.12752
O: 0.75640 1.05057 0.23764
C: -2.34094 0.93001 -0.16550
C: 0.87293 -1.29787 0.14596
C: 2.04251 0.66769 0.54942
C: -1.43506 -0.19091 0.32913
C: -0.04626 -0.15352 -0.26950
H: -2.46643 0.87836 -1.25725
H: 0.61498 -1.66022 1.15426
H: -3.33607 0.86096 0.29402
H: -1.88575 -1.16832 0.08854
H: -1.92150 1.91593 0.08034
H: -0.09258 -0.07140 -1.36890
H: 0.87413 -2.12863 -0.56896
H: -1.33564 -0.15292 1.42566

Atomic forces in eV per Å
Na -0.935 0.469 0.601
O 0.186 -0.659 -0.098
O -0.145 -0.374 0.283
O -1.962 -1.208 -0.704
C -0.110 0.226 -0.046
C 0.012 0.119 0.190
C 1.373 0.058 -1.029
C 0.090 0.035 0.290
C 1.255 1.164 0.440
H 0.021 0.023 0.266
H -0.068 -0.015 -0.231
H 0.227 0.017 -0.131
H 0.152 0.191 0.003
H -0.070 -0.307 -0.068
H 0.048 0.105 0.336
H -0.052 0.145 0.187
H -0.020 0.011 -0.288

From a Mulliken analysis of the wavefunction, the atomic charges in e read: atom 1 (Na): 0.84, atom 2 (O): -0.24, atom 3 (O): -0.74, atom 4 (O): -0.17, atom 5 (C): -1.20, atom 6 (C): -0.60, atom 7 (C): -0.08, atom 8 (C): -0.50, atom 9 (C): 0.36, atom 10 (H): 0.31, atom 11 (H): 0.31, atom 12 (H): 0.35, atom 13 (H): 0.29, atom 14 (H): 0.29, atom 15 (H): 0.21, atom 16 (H): 0.27, atom 17 (H): 0.31

=====

[7]
Here is an isolated molecule of C5H8O from OMol25. Energies are from ωB97M-V/def2-TZVPD.

**Orbital gap**: 11.02 eV
**Charge**: 0
**E_LUMO**: 0.88 eV

Cartesian coordinates (Å):
O: -0.88452 2.25870 -0.07558
C: -0.76882 0.98956 0.49113
C: 1.80966 -0.21700 -0.45757
C: -0.24315 -1.43826 0.18629
C: -0.06947 -0.02942 -0.41814
C: 1.37940 0.90033 -0.81839
H: -0.00814 2.43954 -0.46200
H: -1.31812 -1.62423 0.28631
H: -1.78860 0.62624 0.67299
H: 2.28207 -1.14136 -0.18907
H: 0.20451 -1.51357 1.18376
H: -0.23778 1.00148 1.45928
H: 0.17082 -2.22676 -0.44936
H: -0.52787 -0.02524 -1.40965

Atomic forces in eV per Å
O 0.176 0.109 -0.043
C -0.007 -0.366 0.133
C -0.060 0.436 -0.164
C -0.010 -0.060 0.052
C -0.481 -0.048 0.036
C 0.385 -0.571 0.169
H -0.135 0.042 -0.007
H 0.143 0.047 -0.021
H 0.126 0.027 -0.025
H -0.072 0.164 -0.044
H -0.054 0.021 -0.162
H -0.078 0.041 -0.152
H -0.045 0.144 0.096
H 0.112 0.013 0.130

From a Mulliken analysis of the wavefunction, the atomic charges in e read: atom 1 (O): -0.48, atom 2 (C): -0.59, atom 3 (C): -0.02, atom 4 (C): -1.67, atom 5 (C): 0.79, atom 6 (C): -0.95, atom 7 (H): 0.43, atom 8 (H): 0.41, atom 9 (H): 0.30, atom 10 (H): 0.44, atom 11 (H): 0.41, atom 12 (H): 0.27, atom 13 (H): 0.43, atom 14 (H): 0.22

=====

[8]
Here is an isolated molecule of C5H8O from OMol25. Energies are from ωB97M-V/def2-TZVPD.

**Orbital gap**: 10.51 eV
**Charge**: 0
**E_LUMO**: 0.96 eV

Cartesian coordinates (Å):
O: 0.90583 1.82053 0.58737
C: -0.04823 1.59926 -0.42284
C: -1.16633 -0.82669 -0.25027
C: -1.72064 -2.17029 -0.09355
C: 1.95618 0.87635 0.59557
C: -0.70005 0.28096 -0.34463
H: -0.92402 -2.91981 -0.14378
H: -2.44857 -2.39873 -0.87847
H: -0.78907 2.39711 -0.31266
H: 2.88459 1.41791 0.80046
H: -2.21960 -2.26327 0.87602
H: 0.42011 1.70655 -1.41518
H: 1.79928 0.11737 1.37365
H: 2.05052 0.36274 -0.37167

Atomic forces in eV per Å
O -0.011 0.057 0.036
C -0.200 0.055 -0.203
C 0.194 0.509 -0.034
C -0.009 -0.085 0.022
C 0.266 -0.158 0.012
C -0.156 -0.493 0.106
H -0.130 0.097 0.014
H 0.108 0.082 0.109
H 0.077 -0.138 -0.054
H -0.106 -0.121 0.019
H 0.051 -0.023 -0.145
H -0.085 -0.016 0.127
H -0.007 0.113 -0.158
H 0.009 0.121 0.148

From a Mulliken analysis of the wavefunction, the atomic charges in e read: atom 1 (O): -0.38, atom 2 (C): -0.67, atom 3 (C): 0.72, atom 4 (C): -1.26, atom 5 (C): -0.68, atom 6 (C): -0.05, atom 7 (H): 0.29, atom 8 (H): 0.30, atom 9 (H): 0.30, atom 10 (H): 0.25, atom 11 (H): 0.29, atom 12 (H): 0.33, atom 13 (H): 0.24, atom 14 (H): 0.33

=====

Table of energy above the lowest of the compared OMol25 structures with the same formula, charge and spin (eV), in record order: 6.847, 4.693, 2.293, 0.000, 2.375, 0.485, 4.633, 2.481
Table of E_tot (hartree), in record order: -400.3631, -475.6473, -1024.4469, -701.1778, -591.3152, -583.2857, -270.3877, -270.4667
Table of molar mass (g mol⁻¹), in record order: 114.1, 130.1, 194.2, 178.1, 113.1, 139.1, 84.1, 84.1